8
Properties=species:S:1:pos:R:3:forces:R:3:nbo_charge:R:1 method="wB97M-V/def2-TZVPD" total_charge=+2 lumo_ev=-9.751 fmax_ev_per_a=12.68 homo_lumo_gap_ev=7.556 relative_energy_kcal_mol=141.9
Ag -1.50556 -1.07643 0.91442 -6.18 -3.94 2.27 0.972
Ag 1.86207 0.58945 0.77625 9.68 4.93 2.00 0.965
Ag 1.22294 -1.99293 0.69590 1.46 -3.16 -0.07 0.930
Ag -1.47894 1.91570 -1.38804 -2.95 10.03 -7.17 0.932
C 0.03025 0.17675 -0.29209 -4.90 1.28 -3.90 0.817
O -1.16417 0.54464 -0.43005 -0.61 -6.31 4.17 -0.929
O 0.82142 0.04877 -1.13779 4.26 -0.40 -5.35 -0.660
O 0.21196 -0.20596 0.86137 -0.75 -2.43 8.05 -1.028